[1]
{"formula": "C3H5F2NO", "method": "ωB97M-V with the def2-TZVPD basis set", "total_energy_ev": -12159.7500, "e_homo_ha": [-0.28716, -0.39282], "orbital_gap_ev": [8.8, 9.8], "e_above_lowest_kcal_mol": 0.0, "spin_multiplicity": 3, "species": ["C", "C", "C", "N", "O", "F", "F", "H", "H", "H", "H", "H"], "coordinates": [[-0.0402, 0.5847, 1.3102], [0.3166, 0.4436, -0.1538], [-0.9011, -0.5295, -1.1737], [1.4786, -0.3491, -0.4748], [1.9581, -1.0076, 0.3838], [-1.0051, -1.6268, -0.4543], [-0.3538, -0.8621, -2.3731], [0.8351, 0.0279, 1.7376], [-0.9911, 0.0289, 1.5386], [0.0704, 1.6089, 1.6454], [0.3508, 1.5128, -0.6242], [-1.7182, 0.1683, -1.3618]], "atomic_forces_ev_per_a": [[1.14, -2.13, 0.06], [-2.75, 1.12, -4.22], [3.45, 3.25, 1.25], [-0.91, 2.27, -0.99], [1.99, -2.35, 1.77], [-1.22, -0.75, 0.18], [-0.17, 0.24, 0.53], [-1.24, 0.44, 0.61], [0.91, 0.93, 0.11], [-0.65, 0.06, 0.05], [0.22, -2.15, 0.30], [-0.78, -0.93, 0.34]], "mulliken_charge": [-0.916, 0.038, 0.148, 0.013, -0.364, -0.232, -0.260, 0.294, 0.271, 0.314, 0.346, 0.348]}


[2]
{"formula": "C3H5F2P", "method": "ωB97M-V with the def2-TZVPD basis set", "total_energy_ev": -17912.8219, "e_homo_ha": [-0.31983, -0.31983], "orbital_gap_ev": [8.2, 8.2], "e_above_lowest_kcal_mol": 75.6, "species": ["C", "C", "C", "F", "F", "P", "H", "H", "H", "H", "H"], "coordinates": [[1.2820, -0.9325, -0.2508], [-1.1167, -0.5774, -0.9492], [-0.1140, -1.3245, -0.1245], [1.9235, -0.9832, -1.4473], [-0.6289, -1.1123, 1.1821], [2.2356, -0.1995, 1.2821], [-2.0353, -1.2616, -1.1069], [-1.5540, 0.2174, -0.4320], [-0.6996, -0.3022, -1.9358], [-0.2563, -2.4492, -0.0731], [3.4720, 0.0203, 0.6359]], "atomic_forces_ev_per_a": [[4.94, 2.99, 4.02], [-1.19, -2.69, -2.74], [-2.33, -1.84, 1.30], [-1.45, -0.39, 0.87], [1.16, 0.50, 0.51], [-2.83, -1.96, -3.39], [1.53, 0.88, -0.07], [0.08, 1.61, 0.86], [-0.42, 0.05, 0.46], [0.57, 0.95, -1.33], [-0.06, -0.10, -0.47]], "mulliken_charge": [-0.033, -1.100, 0.499, -0.216, -0.310, -0.003, 0.275, 0.336, 0.334, 0.188, 0.031]}


[3]
{"formula": "C3H5F2P", "method": "ωB97M-V with the def2-TZVPD basis set", "total_energy_ev": -17909.9038, "e_homo_ha": [-0.31012, -0.30553], "orbital_gap_ev": [8.4, 8.5], "e_above_lowest_kcal_mol": 142.9, "species": ["C", "C", "C", "F", "F", "P", "H", "H", "H", "H", "H"], "coordinates": [[-1.8045, 0.4581, -0.2849], [-0.8574, 1.3235, -0.0672], [1.4108, 0.1278, -0.0312], [2.3786, 0.5961, 0.6936], [1.8060, 0.4665, -1.2566], [1.1713, -1.7612, -0.0782], [-2.8290, 0.8994, 0.1021], [-1.7118, -0.6294, -0.3873], [-0.7624, 2.4330, -0.1696], [-0.1721, -1.9915, 0.1517], [1.3704, -1.9222, 1.3275]], "atomic_forces_ev_per_a": [[-2.28, 0.92, 2.07], [2.65, -0.04, -0.94], [-2.37, -0.15, -1.52], [0.61, 0.24, 2.28], [-0.34, 0.29, -1.69], [1.14, 0.09, 0.99], [1.40, -1.11, -1.54], [0.00, 0.52, 0.10], [-0.19, -1.24, 0.70], [-0.87, 0.50, -0.15], [0.25, -0.03, -0.30]], "mulliken_charge": [-0.348, -0.229, 0.305, -0.213, -0.202, -0.025, 0.199, 0.170, 0.292, -0.008, 0.058]}


[4]
{"formula": "C3H5F2P", "method": "ωB97M-V with the def2-TZVPD basis set", "total_energy_ev": -17908.7939, "e_homo_ha": [-0.29449, -0.40166], "orbital_gap_ev": [6.7, 7.3], "e_above_lowest_kcal_mol": 24.4, "spin_multiplicity": 3, "species": ["C", "C", "C", "F", "F", "P", "H", "H", "H", "H", "H"], "coordinates": [[0.0396, -0.4164, 1.0402], [0.0753, 0.4230, -1.3986], [0.0547, 0.7639, 0.0782], [0.4696, -2.0426, 0.0417], [0.9833, 1.7624, 0.3579], [-0.4681, -0.8088, 2.5804], [1.0163, 0.0939, -1.7171], [-0.7462, -0.3295, -1.6788], [-0.0671, 1.3602, -1.9002], [-0.8665, 1.4064, 0.0410], [-0.4908, -2.2125, 2.5554]], "atomic_forces_ev_per_a": [[1.94, -0.35, -7.39], [-1.33, -0.91, -0.04], [-1.75, -0.23, -0.45], [-0.65, 3.39, 2.06], [0.84, -0.58, 0.41], [-0.98, -0.68, 4.79], [1.35, -1.01, -0.33], [1.33, 1.18, 0.54], [-0.43, 0.45, -0.43], [-0.09, -1.18, 1.38], [-0.23, -0.08, -0.54]], "mulliken_charge": [0.178, -1.130, 0.614, -0.502, -0.279, -0.149, 0.309, 0.280, 0.414, 0.159, 0.106]}